[1]
Density functional theory data (ωB97M-V/def2-TZVPD) for a 10-piece molecular cluster, C14H48O17 overall.

Results
orbital gap	9.5	eV
ΔE to the lowest compared entry with this formula, charge and spin	131.0	kcal/mol
max |F|	2.7	eV/A
total energy	-50097.73948	eV

Atoms and positions in Å:
C -2.87834 1.41158 3.12193
C -3.48641 0.57076 4.27205
O -4.63904 -0.07900 3.83894
O -3.55439 2.63527 2.88052
H -3.03056 0.88499 2.17979
H -1.80796 1.61697 3.13479
H -3.71919 1.11298 5.18851
H -2.77729 -0.22981 4.48264
H -4.28001 -0.90502 3.50671
H -3.87920 2.54951 1.98122
C 1.46714 -5.48308 -6.20806
C 2.42134 -4.43875 -5.47766
O 2.19137 -4.64323 -4.09518
O 0.09365 -5.22700 -5.83460
H 1.67465 -6.54105 -6.04758
H 1.45146 -5.46484 -7.29781
H 2.18001 -3.45620 -5.88319
H 3.47069 -4.46857 -5.77101
H 2.61021 -4.00726 -3.51061
H 0.05508 -5.35867 -4.88445
C 2.23795 2.36986 5.47423
C 2.00171 3.87525 5.26727
O 2.23063 4.69151 6.41284
O 3.62640 2.14553 5.48949
H 1.70483 1.75498 4.74910
H 1.78712 2.18527 6.44932
H 0.97096 4.06838 4.97003
H 2.63354 4.20308 4.44179
H 1.46054 4.64133 6.98385
H 4.05990 2.91824 5.85910
C 1.84137 1.42262 -0.58572
C 2.86860 0.34406 -1.08386
O 2.13589 -0.43455 -2.01376
O 1.51276 2.50133 -1.45291
H 2.28228 1.92362 0.27608
H 0.92206 0.92490 -0.27714
H 3.27474 -0.25090 -0.26583
H 3.70982 0.84863 -1.55911
H 1.85375 0.10706 -2.75447
H 1.52646 2.17365 -2.35515
C -2.66133 -2.69170 -0.21932
C -1.81902 -3.86458 -0.75986
O -2.25365 -5.10657 -0.19471
O -2.81404 -2.84732 1.12811
H -3.64524 -2.70825 -0.68808
H -2.19869 -1.72184 -0.40223
H -0.79626 -3.64002 -0.45715
H -1.81530 -3.87365 -1.84982
H -1.93320 -5.78131 -0.79773
H -2.77095 -3.77083 1.38673
C 1.91727 -4.68088 2.57470
C 1.27709 -3.42078 3.28733
O 2.01640 -3.00140 4.46714
O 3.12890 -4.40214 1.89445
H 1.23748 -5.13707 1.85507
H 2.15798 -5.53073 3.21339
H 0.22876 -3.51587 3.57028
H 1.36339 -2.54810 2.63998
H 2.93539 -3.04936 4.19373
H 3.71654 -3.82850 2.39165
C -3.73602 3.10456 -2.60121
C -4.71543 3.77451 -3.57517
O -6.08521 3.67924 -3.24854
O -4.03422 3.63978 -1.34900
H -2.71761 3.31880 -2.92529
H -3.91976 2.03163 -2.54501
H -4.40121 3.44061 -4.56405
H -4.40045 4.81024 -3.70228
H -6.59442 4.16966 -3.89799
H -3.87201 4.58597 -1.34741
O 0.83008 5.56121 0.68366
H 1.09848 4.99110 -0.03688
H -0.04999 5.85197 0.44460
O 0.91602 1.29548 -4.91105
H 0.14535 0.90558 -5.32366
H 1.47182 1.56131 -5.64362
O 4.92261 4.78564 -2.14577
H 5.04315 5.48302 -2.79026
H 4.62276 5.23718 -1.35683

Forces on atoms 1 to 6 (eV/Å):
-0.47 0.05 -0.57
1.35 0.37 -0.62
-0.84 -0.53 -0.29
-0.27 0.37 0.24
0.22 -0.97 0.25
0.19 -0.14 0.80

=====

[2]
Density functional theory data (ωB97M-V/def2-TZVPD) for C14H49FeO11 as an isolated structure.

Results
orbital gap (spin up / spin down)	6.1 / 6.0	eV
multiplicity	5
⟨S²⟩	6.008
total charge	+1
ΔE to the lowest compared entry with this formula, charge and spin	26.5	kcal/mol
max |F|	4.5	eV/A
total energy	-72213.22191	eV

Atoms and positions in Å:
Fe 4.36339 -18.69265 1.43937
C 1.04410 -18.98945 3.41154
C 1.29317 -17.98610 2.33015
O 2.65938 -17.71418 2.18079
H 1.45091 -19.97276 3.16298
H -0.01506 -19.17242 3.60012
H 1.54094 -18.66144 4.32630
H 0.72879 -17.09407 2.62073
H 0.84235 -18.27529 1.37683
C -0.57742 -21.94932 6.79812
C 0.74727 -21.39935 6.27251
O 1.79507 -22.17659 6.81875
H -0.62381 -23.02425 6.63108
H -1.47974 -21.47451 6.41250
H -0.57599 -21.71730 7.86551
H 0.89399 -20.37278 6.61919
H 0.69858 -21.35324 5.18391
H 1.69209 -22.06437 7.76837
C 0.15497 -16.46546 6.50662
C -0.01013 -15.43525 5.42321
O 1.12054 -14.55157 5.48943
H 1.15966 -16.89216 6.44758
H -0.45990 -17.36167 6.40048
H 0.02507 -16.07019 7.51292
H -1.01697 -15.03443 5.55252
H 0.10304 -15.76560 4.38726
H 0.74262 -13.66694 5.48241
C 2.04867 -21.88426 0.78244
C 3.57003 -21.80284 0.93333
O 3.92153 -20.75380 1.81929
H 1.82190 -22.56754 -0.03737
H 1.64732 -20.91481 0.48122
H 1.51746 -22.24375 1.66262
H 4.03866 -21.67241 -0.04036
H 3.86264 -22.74914 1.39037
H 3.75198 -21.03186 2.74097
C 0.30117 -15.71933 -0.71355
C -0.11756 -14.68424 0.33282
O 0.66767 -13.51440 0.18112
H 1.36138 -15.97182 -0.67481
H 0.15503 -15.30311 -1.71161
H -0.30421 -16.62639 -0.65627
H 0.05474 -15.06340 1.34414
H -1.15238 -14.38937 0.16142
H 1.55462 -13.83612 0.40126
C -1.77933 -19.55932 -0.40740
C -1.94313 -21.06974 -0.60202
O -1.12534 -21.41813 -1.70124
H -2.02471 -18.99218 -1.30494
H -0.79146 -19.28486 -0.03919
H -2.50700 -19.21255 0.33190
H -2.98384 -21.37046 -0.73625
H -1.61380 -21.63696 0.27057
H -1.67430 -21.45487 -2.48834
C -3.10742 -16.58426 2.77743
C -2.87315 -17.20559 4.11894
O -4.15746 -17.41806 4.68094
H -2.24970 -16.04813 2.36282
H -3.89296 -15.83010 2.78708
H -3.36939 -17.37912 2.07687
H -2.24265 -16.65149 4.81663
H -2.30438 -18.14221 4.13715
H -4.60745 -18.07322 4.14062
O 3.37576 -21.55879 4.27482
H 4.17502 -21.28854 4.73638
H 2.85069 -22.00995 4.94616
O 5.07801 -18.53770 3.45022
H 4.70458 -18.55352 4.33972
H 6.02055 -18.38355 3.58024
O 3.32675 -16.14713 4.74085
H 2.49329 -15.74056 5.01293
H 3.16284 -16.47069 3.84758
O 2.94653 -14.73086 1.20877
H 3.75623 -14.77075 0.69315
H 2.95598 -15.53353 1.74188

Forces on atoms 1 to 6 (eV/Å):
-3.74 0.03 2.46
0.19 -0.99 0.29
-0.62 0.00 -0.45
2.83 -0.39 -1.18
0.18 0.03 -0.10
-0.09 0.34 0.03

=====

[3]
Density functional theory data (ωB97M-V/def2-TZVPD) for C14H52AgO14 as an isolated structure.

Results
orbital gap (spin up / spin down)	7.0 / 6.1	eV
multiplicity	2
⟨S²⟩	0.754
max |F|	2.1	eV/A
total energy	-48015.00043	eV

Atoms and positions in Å:
Ag -2.20745 3.45277 1.54054
O -1.63235 1.67994 0.26192
C -0.69256 0.93534 0.95718
C 0.12744 -0.07316 0.15650
O -0.49384 -1.10983 -0.48961
H -1.19459 0.43472 1.81280
H -0.04639 1.59271 1.57142
H 1.00367 -0.40272 0.73335
H 0.55110 0.47328 -0.71109
C 2.61113 -2.35901 -2.06354
O 1.60695 -3.06924 -1.33332
H 2.90723 -1.47124 -1.49562
H 3.47479 -2.99306 -2.23657
H 2.17358 -2.01535 -3.00702
H 0.97348 -2.40161 -1.03923
C -1.16437 2.80762 4.82594
O -2.03240 2.48842 3.73953
H -0.23554 2.23565 4.71763
H -0.86941 3.85247 4.79621
H -1.58470 2.52885 5.79111
H -2.42078 1.63160 3.94363
C -1.18483 -4.39847 0.51655
O -1.97213 -3.26830 0.90936
H -0.20652 -4.42278 0.99344
H -1.73740 -5.30580 0.75575
H -1.12317 -4.38058 -0.57634
H -1.48550 -2.47794 0.61878
C 1.18004 0.45845 -4.34666
O 0.70932 0.98476 -3.11450
H 1.18087 1.27582 -5.08126
H 2.19528 0.06713 -4.22398
H 0.52806 -0.32077 -4.72936
H 1.42842 1.51109 -2.72012
C 0.79032 4.15367 0.64333
O -0.01709 4.28211 1.82493
H 0.28408 3.62769 -0.16560
H 1.06683 5.14389 0.26273
H 1.71947 3.63773 0.90084
H 0.57654 4.63067 2.49582
C -4.52340 -1.13584 0.83368
O -4.26319 -0.15725 -0.16235
H -4.66700 -2.11181 0.38169
H -3.71484 -1.16508 1.57139
H -5.44813 -0.86673 1.36052
H -4.25573 0.69094 0.28993
C 3.11265 1.48269 3.15433
O 4.42611 1.81497 2.73719
H 3.11391 0.69906 3.91624
H 2.54220 2.33730 3.54752
H 2.58243 1.17163 2.25101
H 5.00389 1.73692 3.50171
C 1.95702 -2.46043 4.08387
O 3.06321 -2.15529 4.93640
H 1.64725 -1.59756 3.49170
H 2.24117 -3.28591 3.43663
H 1.11833 -2.80419 4.69354
H 2.71067 -1.71343 5.71267
C -0.56210 3.86224 -3.47271
O -1.26384 3.11746 -2.51081
H -1.17086 4.28678 -4.27778
H 0.00999 4.67577 -3.00181
H 0.21393 3.26106 -3.94613
H -1.66133 3.72118 -1.87975
C 3.50011 1.85223 -0.96176
O 2.70565 2.52383 -1.95310
H 4.47929 2.31778 -0.85709
H 2.99248 1.84449 0.00867
H 3.57523 0.81587 -1.29073
H 2.95595 3.45087 -1.90135
C -0.65255 -3.36717 -3.85028
O -0.82381 -2.07555 -3.27559
H -1.56018 -3.96115 -3.73424
H -0.30146 -3.27142 -4.87807
H 0.16715 -3.88136 -3.33537
H -0.47712 -2.10414 -2.37908
C -4.15911 -3.69177 -1.83799
O -3.54679 -2.50558 -1.35477
H -4.20480 -3.61829 -2.92349
H -3.52450 -4.56644 -1.64080
H -5.11690 -3.84542 -1.33762
H -3.00855 -2.73778 -0.58151

Forces on atoms 1 to 6 (eV/Å):
-0.01 -0.96 -0.67
0.29 0.46 0.30
-1.74 0.69 1.00
-0.04 0.38 -0.51
0.17 0.34 0.82
-0.02 -0.82 -0.18

=====

[4]
Density functional theory data (ωB97M-V/def2-TZVPD) for a 12-piece molecular cluster, C14H52N8O12 overall.

Results
orbital gap	9.3	eV
ΔE to the lowest compared entry with this formula, charge and spin	180.8	kcal/mol
max |F|	9.8	eV/A
total energy	-51845.52466	eV

Atoms and positions in Å:
C -2.85348 -0.10582 4.98195
C -2.90398 -1.13543 3.86330
O -3.59573 -0.50054 2.81636
H -3.77430 0.33075 5.04342
H -2.10950 0.66813 4.88493
H -2.73894 -0.55693 5.92452
H -3.37297 -2.06177 4.12204
H -1.90214 -1.34618 3.62715
H -3.31357 -0.79406 1.89493
C 1.31072 -3.05475 -1.90741
C 2.50283 -3.12763 -0.95725
O 1.95338 -2.94449 0.29801
H 1.06748 -2.02470 -2.06945
H 0.51987 -3.81466 -1.70864
H 1.83108 -3.44303 -2.78813
H 3.07801 -2.26179 -1.33898
H 2.90894 -4.15751 -1.10967
H 1.83248 -2.01851 0.37117
C 1.28665 3.57456 0.55798
O 1.67759 4.79815 1.10194
N 1.47562 2.47913 1.23469
N 0.72288 3.35099 -0.56162
H 1.77207 2.71414 2.19707
H 1.11925 1.52767 0.94419
H 0.70479 4.18205 -1.17185
H 0.28810 2.40320 -0.68624
C -3.04849 -0.90355 -2.77328
O -2.84042 0.40922 -2.61528
N -2.82195 -1.82926 -1.90162
N -3.41862 -1.41887 -3.88055
H -2.42224 -1.43511 -0.99641
H -2.95940 -2.85984 -1.96419
H -3.52594 -0.72189 -4.61270
H -3.31746 -2.37760 -4.18928
C 3.17470 0.92335 -1.71729
O 3.92036 0.18969 -2.60367
N 3.15921 0.78945 -0.43128
N 2.27921 1.75036 -2.15035
H 3.63756 -0.08845 -0.08770
H 3.03191 1.54091 0.23508
H 2.45515 1.96550 -3.15840
H 1.82553 2.45188 -1.53630
C -0.19570 -0.07952 -0.18238
O -1.47096 -0.46024 0.34170
N -0.08769 0.64444 -1.26530
N 0.93866 -0.14151 0.51124
H -0.87142 0.59308 -1.89711
H 0.86461 0.95267 -1.64918
H 0.91776 -0.41505 1.49844
H 1.84531 0.11072 0.09290
C -1.01718 3.55158 -3.86149
O -1.89204 2.66353 -4.46455
H -1.43305 4.49807 -4.03025
H -0.01575 3.60093 -4.36601
H -0.99396 3.36042 -2.87875
H -1.48152 1.83192 -4.21750
C 0.56538 -0.04694 4.06957
O 0.64699 -1.15127 3.21097
H 0.00722 -0.26503 5.01235
H 0.13285 0.80936 3.61957
H 1.55831 0.21307 4.26868
H 1.12587 -1.86889 3.63256
C -1.81816 2.38017 1.93280
O -2.95447 3.14591 2.31185
H -1.67444 2.55011 0.82524
H -2.04097 1.33280 2.06394
H -0.91067 2.49744 2.39326
H -3.62510 3.03643 1.64676
C 0.32117 -0.57507 -4.15292
O 0.06576 0.76028 -4.16294
H -0.44665 -1.01989 -3.59971
H 1.38084 -0.91382 -4.00383
H 0.22832 -0.97968 -5.18899
H 0.79931 1.35331 -4.25094
C 3.93664 -0.49305 2.36255
O 4.38472 -1.15279 1.13552
H 3.58169 -1.11383 3.26286
H 3.00132 -0.00450 2.10412
H 4.55978 0.31659 2.74984
H 4.40265 -2.08638 1.43795
C -1.53918 -3.13873 1.35263
O -2.91045 -2.73722 1.19254
H -0.97713 -2.93954 2.26791
H -0.86510 -2.63290 0.61807
H -1.31497 -4.17492 1.01912
H -3.34480 -2.87884 2.05569

Forces on atoms 1 to 6 (eV/Å):
0.97 -1.25 -0.37
-0.05 1.75 0.01
-0.03 -0.11 -2.08
-2.52 1.46 -0.02
0.25 0.14 -0.44
0.55 -0.83 1.39

=====

[5]
Density functional theory data (ωB97M-V/def2-TZVPD) for a 14-piece molecular cluster, C14H56N28O14 overall.

Results
orbital gap	8.2	eV
ΔE to the lowest compared entry with this formula, charge and spin	61.2	kcal/mol
max |F|	3.7	eV/A
total energy	-85829.85373	eV

Atoms and positions in Å:
C -5.31380 -1.07551 1.15158
O -4.87308 -2.11011 0.65274
N -6.43241 -0.44631 0.72010
N -4.55274 -0.25659 1.94315
H -6.97843 -0.94980 0.04168
H -6.57635 0.49101 1.04157
H -3.58365 -0.49812 2.11645
H -5.09111 0.26706 2.61420
C -0.06540 1.85571 -2.54303
O 0.91743 1.11057 -2.45595
N 0.03951 3.23191 -2.30688
N -1.22833 1.58863 -3.14092
H 1.02752 3.42973 -2.22662
H -0.65963 3.92351 -2.46374
H -1.33499 0.59682 -3.39941
H -1.86102 2.34389 -3.30842
C 0.78780 -2.78766 -3.76579
O 1.67236 -3.63479 -3.62779
N 0.36588 -1.91319 -2.83325
N 0.20046 -2.54988 -4.97039
H 0.84645 -1.90786 -1.94199
H -0.34308 -1.21246 -2.98829
H -0.30201 -1.68116 -4.99786
H 0.51484 -2.97799 -5.82032
C 2.32950 -1.97905 3.14633
O 3.54108 -1.92152 2.95622
N 1.49545 -0.91497 3.01442
N 1.68572 -3.08257 3.57367
H 2.01239 -0.05471 2.92295
H 0.53994 -0.92904 2.67735
H 0.73301 -3.19342 3.87002
H 2.26311 -3.90827 3.53707
C -1.76467 4.25303 2.52067
O -1.16662 3.30909 3.06329
N -1.29160 4.95369 1.46231
N -2.88553 4.71892 3.05970
H -1.58105 5.84535 1.10369
H -0.35377 4.67632 1.17005
H -3.39665 5.46977 2.62916
H -3.28824 4.22494 3.83624
C 2.25331 3.75720 1.96270
O 1.53405 4.35577 1.14269
N 2.95000 2.61923 1.72731
N 2.29413 4.12502 3.25325
H 3.38162 2.52681 0.82051
H 3.31839 2.09464 2.49996
H 2.92648 3.63431 3.85683
H 1.74337 4.90280 3.56889
C 3.72043 0.72255 -4.50362
O 4.65732 0.47239 -5.25966
N 3.61228 0.13922 -3.29279
N 2.73829 1.61630 -4.72327
H 4.30135 -0.45234 -2.87075
H 2.71612 0.25291 -2.82985
H 2.05869 1.80571 -4.00240
H 2.83983 2.21832 -5.52070
C 3.38131 -2.50853 -0.72911
O 2.16749 -2.30846 -0.63150
N 4.27016 -2.58169 0.28184
N 3.96970 -2.50061 -1.95114
H 3.90042 -2.64904 1.22189
H 5.24350 -2.69288 0.07800
H 4.92630 -2.80022 -1.99966
H 3.35236 -2.55579 -2.75374
C -2.16592 -2.49623 3.72549
O -1.22948 -2.82238 2.98029
N -2.75635 -3.34380 4.59484
N -2.54720 -1.21192 3.72165
H -2.60247 -4.32940 4.68909
H -3.33836 -2.89140 5.27957
H -3.42413 -0.90003 4.09667
H -1.89289 -0.56906 3.26346
C -2.91860 -1.36634 -2.43781
O -2.19819 -0.92788 -3.35067
N -2.39626 -1.98600 -1.35918
N -4.25859 -1.21724 -2.33606
H -2.96877 -2.45524 -0.67570
H -1.40108 -2.11059 -1.25720
H -4.70657 -1.74159 -1.60211
H -4.70344 -0.69059 -3.06752
C -0.60836 -4.56435 -0.00747
O 0.00504 -5.22989 -0.83994
N -1.74796 -5.01138 0.58319
N -0.15493 -3.41406 0.50892
H -2.13863 -4.66367 1.43970
H -1.94592 -5.96284 0.31619
H 0.78801 -3.18204 0.19074
H -0.54593 -3.05233 1.37247
C -3.47715 2.81026 -1.18754
O -4.14182 2.73637 -2.22284
N -2.61797 3.82469 -0.98443
N -3.72150 2.12088 -0.04171
H -1.89506 3.76681 -0.27881
H -2.48725 4.49592 -1.72135
H -4.49897 1.48945 -0.00427
H -3.11253 2.23957 0.74798
C -0.36732 0.57229 0.98122
O -0.81240 -0.01472 1.97837
N 0.26124 -0.10720 -0.02100
N -0.32273 1.89150 0.83587
H 0.74376 0.34148 -0.79404
H 0.62928 -1.02922 0.15891
H -0.49371 2.49494 1.63361
H 0.19766 2.22440 0.04163
C 5.36599 0.48340 0.45584
O 5.33316 -0.08991 1.52554
N 6.52293 1.05056 -0.02819
N 4.34305 0.75813 -0.40418
H 6.80658 1.05616 -0.99065
H 7.23595 1.11884 0.68114
H 3.55217 0.13221 -0.32155
H 4.50837 1.27484 -1.24784

Forces on atoms 1 to 6 (eV/Å):
1.92 0.17 -1.77
-0.66 0.15 0.45
-0.36 -0.80 0.33
-0.44 0.12 0.41
-0.35 0.45 0.14
-0.59 0.04 -0.44